[1]
{"formula": "C28H48N2O4", "method": "ωB97M-V with the def2-TZVPD basis set", "e_above_lowest_kcal_mol": 1.5, "homo_energy_ev": -7.8, "orbital_gap_ha": 0.31728, "total_charge": 0, "smiles": "CCN(C[C@@H](O)COc1ccc(OC[C@H](O)CN(CC)C2CCCCC2)cc1)C1CCCCC1", "species": ["C", "C", "N", "C", "C", "O", "C", "O", "C", "C", "C", "C", "O", "C", "C", "O", "C", "N", "C", "C", "C", "C", "C", "C", "C", "C", "C", "C", "C", "C", "C", "C", "C", "C", "H", "H", "H", "H", "H", "H", "H", "H", "H", "H", "H", "H", "H", "H", "H", "H", "H", "H", "H", "H", "H", "H", "H", "H", "H", "H", "H", "H", "H", "H", "H", "H", "H", "H", "H", "H", "H", "H", "H", "H", "H", "H", "H", "H", "H", "H", "H", "H"], "xyz": [[-3.8954, 0.1221, -2.1623], [-4.1303, 1.2874, -3.1191], [-3.1947, 1.2694, -4.2309], [-1.8325, 1.6103, -3.8473], [-0.9588, 0.3380, -3.8628], [-1.2387, -0.4315, -5.0056], [0.5327, 0.6976, -3.8855], [0.9066, 1.5351, -2.8185], [0.9973, 1.0211, -1.5540], [0.9282, -0.3263, -1.2143], [1.0573, -0.7140, 0.1050], [1.2629, 0.2200, 1.1181], [1.3715, -0.3004, 2.3788], [1.4330, 0.5507, 3.5047], [2.8761, 0.9119, 3.9067], [3.5447, 1.6766, 2.9327], [3.6536, -0.3768, 4.2347], [3.1124, -1.0175, 5.4121], [3.5545, -0.4329, 6.6676], [2.3750, -0.2274, 7.6161], [3.1013, -2.4740, 5.4085], [4.4512, -3.1286, 5.0733], [4.3485, -4.6453, 5.2000], [3.2638, -5.1831, 4.2719], [1.9209, -4.5323, 4.5899], [2.0155, -3.0136, 4.4729], [1.3427, 1.5667, 0.7777], [1.2070, 1.9537, -0.5411], [-3.6538, 1.9232, -5.4542], [-4.1182, 3.3759, -5.2731], [-4.4400, 3.9949, -6.6301], [-5.5149, 3.1829, -7.3467], [-5.0723, 1.7313, -7.5069], [-4.7561, 1.1152, -6.1464], [-4.7008, 0.0806, -1.4327], [-3.8743, -0.8149, -2.7128], [-2.9572, 0.2349, -1.6254], [-4.0728, 2.2327, -2.5536], [-5.1385, 1.1989, -3.5249], [-1.4038, 2.3239, -4.5565], [-1.7914, 2.0660, -2.8528], [-1.1752, -0.2572, -2.9620], [-2.1947, -0.3352, -5.1460], [0.7428, 1.2737, -4.7906], [1.1328, -0.2187, -3.9183], [0.7764, -1.0857, -1.9643], [0.9983, -1.7570, 0.3741], [0.8370, 1.4552, 3.3503], [1.0076, -0.0290, 4.3279], [2.8251, 1.5555, 4.7902], [3.6326, 1.1432, 2.1330], [3.5467, -1.0464, 3.3799], [4.7206, -0.1187, 4.3395], [4.3126, -1.0600, 7.1603], [4.0162, 0.5354, 6.4642], [1.8953, -1.1758, 7.8432], [2.7141, 0.2217, 8.5463], [1.6385, 0.4258, 7.1559], [2.8290, -2.7727, 6.4273], [4.7434, -2.8739, 4.0530], [5.2232, -2.7481, 5.7470], [5.3097, -5.1037, 4.9561], [4.1055, -4.9090, 6.2324], [3.1872, -6.2673, 4.3782], [3.5348, -4.9667, 3.2360], [1.1549, -4.9072, 3.9079], [1.6227, -4.8007, 5.6064], [2.2357, -2.7422, 3.4403], [1.0609, -2.5560, 4.7357], [1.5270, 2.3242, 1.5230], [1.2726, 2.9959, -0.8106], [-2.7921, 1.9266, -6.1329], [-5.0097, 3.4022, -4.6434], [-3.3357, 3.9526, -4.7739], [-4.7784, 5.0246, -6.4964], [-3.5353, 4.0177, -7.2423], [-5.7188, 3.6197, -8.3263], [-6.4401, 3.2169, -6.7665], [-5.8586, 1.1550, -7.9987], [-4.1829, 1.6906, -8.1398], [-5.6646, 1.1117, -5.5420], [-4.4292, 0.0805, -6.2673]], "forces_ev_per_a": [[-0.105, 0.267, -0.109], [-0.050, -0.213, 0.136], [0.069, 0.015, -0.045], [0.247, -0.375, 0.050], [0.140, 0.348, 0.407], [0.205, -0.042, -0.284], [-0.348, -0.429, -0.386], [0.015, 0.156, 0.261], [0.059, 0.169, 0.261], [-0.001, 0.114, -0.276], [0.064, 0.156, 0.337], [-0.068, -0.148, -0.307], [0.140, -0.118, -0.187], [0.214, 0.388, 0.485], [-0.387, -0.597, 0.038], [0.191, 0.118, -0.298], [0.028, 0.344, 0.025], [0.015, 0.078, 0.003], [-0.281, 0.009, 0.161], [0.342, 0.005, -0.091], [-0.018, -0.051, -0.363], [-0.157, 0.003, 0.397], [0.102, 0.028, -0.311], [-0.083, -0.114, 0.311], [0.084, 0.038, -0.328], [-0.001, -0.166, 0.414], [-0.023, -0.053, 0.273], [-0.084, -0.177, -0.375], [-0.368, 0.072, 0.014], [0.343, -0.109, -0.200], [-0.285, 0.043, 0.152], [0.260, 0.009, -0.203], [-0.308, 0.022, 0.154], [0.326, 0.109, -0.207], [-0.038, -0.028, 0.135], [0.014, -0.120, -0.047], [0.110, -0.036, 0.088], [-0.069, -0.028, -0.102], [-0.003, 0.083, 0.037], [-0.034, 0.041, -0.007], [-0.001, 0.056, -0.028], [0.019, 0.134, -0.080], [-0.016, 0.002, 0.137], [-0.033, -0.107, 0.047], [0.024, 0.077, 0.006], [-0.036, -0.058, -0.100], [-0.018, -0.126, 0.032], [0.013, -0.064, -0.003], [-0.012, 0.129, -0.070], [-0.057, -0.100, 0.027], [0.013, 0.048, -0.003], [0.077, 0.009, -0.039], [-0.085, -0.042, -0.075], [0.059, 0.075, -0.075], [0.075, -0.042, 0.003], [-0.090, -0.105, 0.050], [-0.027, 0.038, 0.180], [-0.100, 0.073, -0.036], [-0.004, -0.037, 0.001], [0.028, 0.069, -0.071], [0.052, 0.060, -0.039], [0.005, -0.032, 0.090], [0.028, -0.047, 0.069], [0.021, -0.022, -0.089], [0.022, -0.031, -0.087], [-0.061, -0.034, 0.069], [-0.066, -0.042, 0.047], [0.014, 0.080, -0.110], [-0.027, 0.089, -0.030], [0.023, 0.007, 0.068], [0.009, 0.135, -0.034], [-0.036, 0.003, 0.030], [-0.038, -0.005, 0.094], [-0.009, 0.019, 0.089], [0.076, 0.035, -0.052], [0.054, 0.055, -0.040], [-0.091, 0.021, 0.011], [-0.088, 0.022, 0.003], [0.056, -0.027, -0.072], [0.033, -0.035, -0.077], [-0.056, -0.042, 0.075], [-0.004, -0.051, 0.070]]}


[2]
{"formula": "C28H48N4O4", "method": "ωB97M-V with the def2-TZVPD basis set", "homo_energy_ev": -8.4, "orbital_gap_ha": 0.28879, "total_charge": 0, "smiles": "C#CCc1cnc2ccc(CCC(C)C)cc2n1.COCCNCCOC.COCCNCCOC", "species": ["C", "C", "C", "C", "C", "N", "C", "C", "C", "C", "C", "C", "C", "C", "C", "C", "C", "N", "H", "H", "H", "H", "H", "H", "H", "H", "H", "H", "H", "H", "H", "H", "H", "H", "H", "H", "C", "O", "C", "C", "N", "C", "C", "O", "C", "H", "H", "H", "H", "H", "H", "H", "H", "H", "H", "H", "H", "H", "H", "H", "C", "O", "C", "C", "N", "C", "C", "O", "C", "H", "H", "H", "H", "H", "H", "H", "H", "H", "H", "H", "H", "H", "H", "H"], "xyz": [[-9.5904, 1.2909, 0.0259], [-9.3881, 0.7101, -1.0352], [-8.8614, -0.0392, -2.3226], [-7.2953, 0.2383, -2.4893], [-6.5423, -0.3618, -3.6599], [-5.1962, -0.2123, -3.9362], [-4.6225, 0.6353, -2.9717], [-3.1279, 0.9670, -3.1334], [-2.4020, 1.8705, -2.2063], [-3.1286, 2.5327, -1.0045], [-2.3245, 3.5101, -0.0646], [-3.2137, 4.5463, 0.7475], [-3.5862, 5.8751, -0.0427], [-2.4645, 7.0180, 0.0122], [-3.9801, 5.6583, -1.5691], [-4.5707, 2.1821, -0.8480], [-5.3322, 1.2594, -1.8091], [-6.6973, 1.0460, -1.5428], [-9.5916, 2.0326, 0.8713], [-9.4308, 0.3228, -3.2416], [-8.9840, -1.1464, -2.1340], [-7.1395, -1.0103, -4.3793], [-2.5402, 0.5439, -4.0084], [-1.3163, 2.0972, -2.3947], [-1.7829, 2.8684, 0.7125], [-1.4955, 4.0215, -0.6583], [-4.1853, 4.0709, 1.0892], [-2.6589, 4.8318, 1.7064], [-4.5121, 6.3164, 0.4657], [-1.4274, 6.6482, 0.2713], [-2.4528, 7.5205, -1.0140], [-2.8181, 7.8296, 0.7334], [-3.1986, 5.0487, -2.1231], [-4.1405, 6.6273, -2.1290], [-4.9259, 5.0140, -1.5771], [-5.1530, 2.6168, 0.0253], [-1.0418, -2.1210, -2.6152], [-0.8317, -1.0883, -1.6659], [-1.7935, -1.0821, -0.6097], [-1.1536, -1.5115, 0.7081], [-0.8150, -2.9340, 0.6965], [0.0462, -3.3504, 1.8045], [1.4409, -2.7165, 1.9038], [2.3304, -3.0994, 0.8618], [2.1904, -2.3569, -0.3391], [-0.3868, -1.9315, -3.4676], [-0.7807, -3.0976, -2.1978], [-2.0771, -2.1316, -2.9677], [-2.6724, -1.6919, -0.8481], [-2.1309, -0.0478, -0.5060], [-1.8509, -1.3147, 1.5283], [-0.2630, -0.8915, 0.8579], [-0.3395, -3.1530, -0.1713], [0.1765, -4.4326, 1.7095], [-0.4886, -3.1799, 2.7455], [1.8963, -3.0884, 2.8279], [1.4063, -1.6265, 2.0070], [1.8949, -1.3205, -0.1569], [1.4795, -2.8477, -1.0079], [3.1590, -2.3532, -0.8467], [9.5187, -0.9845, 2.7281], [8.4213, -0.4274, 2.0230], [8.3517, -0.8415, 0.6582], [7.1641, -1.7740, 0.4328], [7.3797, -3.0722, 1.0690], [6.1799, -3.9103, 1.1333], [4.9816, -3.3847, 1.9359], [5.2057, -3.3217, 3.3416], [5.8827, -2.1568, 3.7829], [9.5960, -0.4710, 3.6878], [9.3601, -2.0484, 2.9248], [10.4551, -0.8427, 2.1815], [9.2893, -1.2948, 0.3170], [8.1917, 0.0660, 0.0682], [7.0194, -1.9201, -0.6422], [6.2751, -1.2762, 0.8344], [7.7122, -2.9253, 2.0149], [6.4877, -4.8625, 1.5762], [5.8528, -4.1307, 0.1109], [4.1689, -4.1011, 1.8016], [4.6019, -2.4313, 1.5576], [5.6407, -1.2792, 3.1777], [6.9620, -2.3278, 3.7979], [5.5745, -1.9584, 4.8126]], "forces_ev_per_a": [[0.645, 0.297, -1.207], [0.687, -0.051, 0.087], [0.320, 0.869, 1.487], [1.205, 0.848, 0.325], [0.398, 0.219, 0.364], [-3.183, 1.558, 3.221], [2.266, 1.065, 0.544], [0.050, 1.749, 2.120], [-3.246, -0.908, -0.269], [-2.093, -1.910, -2.024], [-0.190, -0.635, 0.414], [-0.001, 0.343, -0.065], [-0.067, 0.867, -0.368], [-0.767, 0.356, -0.277], [-0.406, -1.228, 0.487], [2.203, -0.169, -1.095], [1.210, 0.423, 0.285], [1.132, -1.872, -3.376], [-0.285, -1.539, -1.360], [0.750, -0.686, 1.239], [-0.111, 1.190, -0.506], [0.892, 0.908, 1.018], [-1.078, 0.465, 1.246], [-1.324, -0.327, 0.261], [-0.655, 0.694, -1.057], [-1.195, -0.550, 0.659], [1.249, 0.355, -0.428], [-0.698, -0.314, -1.316], [1.215, -0.645, -0.632], [-1.205, 0.433, -0.239], [0.308, -0.646, 1.406], [0.850, -1.127, -0.728], [-0.774, 0.830, 0.639], [0.071, -1.071, 0.820], [1.141, 0.996, -0.314], [0.699, -0.731, -1.424], [0.205, 0.226, 0.029], [-0.295, -0.315, -0.093], [0.260, 0.335, 0.447], [-0.033, -0.335, -0.463], [0.106, 0.180, 0.113], [0.028, -0.055, -0.245], [0.007, -0.395, 0.311], [-0.559, 0.421, -0.114], [0.239, -0.329, -0.037], [-0.014, 0.055, 0.086], [-0.147, -0.129, -0.072], [-0.012, -0.063, 0.026], [0.167, -0.083, -0.043], [-0.055, -0.073, 0.026], [0.017, -0.020, -0.002], [-0.061, 0.230, 0.038], [-0.103, 0.042, 0.071], [0.069, 0.055, 0.086], [0.048, 0.076, -0.030], [0.030, -0.015, -0.067], [-0.050, 0.040, -0.191], [-0.113, -0.056, 0.004], [-0.076, 0.230, -0.097], [-0.003, -0.017, 0.105], [-0.249, 0.168, 0.098], [0.395, -0.234, -0.104], [-0.523, 0.171, -0.133], [0.394, -0.118, 0.347], [-0.106, 0.135, -0.079], [0.132, 0.072, 0.256], [0.152, -0.576, -0.012], [0.011, 0.316, -0.210], [-0.083, -0.318, 0.292], [-0.067, 0.017, -0.088], [0.187, -0.083, -0.035], [0.008, -0.073, 0.000], [-0.072, -0.082, 0.177], [0.017, -0.031, -0.022], [-0.006, -0.020, 0.016], [-0.051, 0.192, -0.132], [-0.019, 0.014, -0.124], [-0.103, 0.013, -0.027], [-0.037, 0.080, 0.029], [0.113, 0.086, 0.044], [0.134, 0.063, 0.097], [0.091, -0.047, -0.077], [0.059, 0.250, -0.062], [-0.045, -0.055, -0.075]]}